DFT (ωB97M-V/def2-TZVPD) results for 5 unconnected molecules or ions with the total composition C38H41BrClO15PS.

ORCA input file:
```
! RIJCOSX wB97M-V def2-TZVPD def2/J DEFGRID3
* xyz 0 1
C -1.64 2.95 3.08
C -2.67 1.83 2.83
P -2.97 1.62 1.01
C -4.71 2.15 0.75
C -5.30 1.66 -0.58
C -2.96 -0.27 0.80
C -3.44 -1.10 1.99
C -4.94 -0.88 2.29
C -5.71 -2.19 2.39
C -6.21 -2.73 1.04
S -7.71 -1.91 0.55
O -7.52 -0.49 0.52
O -8.80 -2.47 1.27
Cl -7.85 -2.54 -1.38
O -3.72 -0.77 -0.35
C -3.03 -1.80 -0.90
O -3.33 -2.42 -1.85
O -1.89 -2.04 -0.14
C -1.58 -0.76 0.35
Br -0.96 0.30 -1.28
O -0.63 -0.71 1.29
C 0.26 -1.82 1.46
C 1.18 -2.08 0.26
C 2.46 -1.28 0.34
O 1.47 -3.48 0.30
H -1.51 3.58 2.20
H -1.96 3.61 3.90
H -0.67 2.54 3.32
H -3.61 2.03 3.36
H -2.28 0.90 3.21
H -4.64 3.24 0.72
H -5.36 1.92 1.59
H -6.05 2.36 -0.95
H -5.76 0.68 -0.47
H -4.52 1.55 -1.34
H -2.86 -0.84 2.87
H -3.25 -2.16 1.80
H -5.03 -0.35 3.24
H -5.39 -0.25 1.53
H -5.09 -2.98 2.83
H -6.57 -2.07 3.06
H -6.48 -3.78 1.11
H -5.48 -2.60 0.24
H -0.29 -2.73 1.71
H 0.86 -1.54 2.33
H 0.66 -1.86 -0.67
H 2.27 -0.22 0.52
H 3.10 -1.69 1.12
H 3.01 -1.35 -0.60
H 1.57 -3.81 -0.60
O 5.42 -6.64 4.41
C 5.17 -5.46 4.23
C 3.83 -5.02 3.76
C 3.57 -3.73 3.57
C 4.59 -2.69 3.83
O 4.32 -1.52 3.64
C 5.92 -3.13 4.30
C 6.19 -4.41 4.50
H 3.11 -5.80 3.57
H 2.61 -3.37 3.22
H 6.65 -2.34 4.48
H 7.15 -4.77 4.84
O -1.18 2.41 -4.86
C -0.85 1.42 -5.48
C -0.22 1.53 -6.81
C 0.17 0.45 -7.49
C -0.03 -0.91 -6.93
O 0.33 -1.90 -7.55
C -0.67 -1.02 -5.60
C -1.05 0.06 -4.92
H -0.08 2.53 -7.19
H 0.65 0.51 -8.46
H -0.80 -2.03 -5.21
H -1.49 0.00 -3.94
O 1.88 2.65 4.46
C 2.87 2.81 3.79
C 3.45 4.17 3.59
C 4.54 4.36 2.85
C 5.22 3.22 2.19
O 6.21 3.39 1.51
C 4.65 1.87 2.38
C 3.56 1.68 3.13
H 2.93 4.98 4.09
H 4.97 5.34 2.69
H 5.16 1.05 1.89
H 3.13 0.70 3.28
O 2.32 1.06 -4.24
C 3.00 1.97 -4.66
C 2.38 3.20 -5.21
C 3.12 4.20 -5.68
C 4.61 4.14 -5.66
O 5.29 5.04 -6.08
C 5.23 2.91 -5.10
C 4.49 1.90 -4.64
H 1.30 3.23 -5.20
H 2.69 5.11 -6.09
H 6.31 2.88 -5.10
H 4.92 1.00 -4.23
*
```

energy = -173467.1840 eV
HOMO energy = -8.5 eV
Kohn-Sham gap = 6.724 eV
LUMO level = -1.81 eV

DFT (ωB97M-V/def2-TZVPD) results for a molecular structure, C29H23Cl2N4O2ReSeTe in a non-equilibrium geometry.

ORCA input file:
```
! RIJCOSX wB97M-V def2-TZVPD def2/J DEFGRID3
* xyz 1 4
Re -0.87 0.06 -0.09
Te -0.63 -1.81 1.78
C -2.07 -0.91 3.06
C -1.89 -1.16 4.41
C -2.56 -0.39 5.35
C -3.40 0.63 4.93
C -3.60 0.86 3.57
C -2.94 0.10 2.64
H -1.21 -1.94 4.74
H -2.41 -0.57 6.40
H -3.90 1.25 5.65
H -4.25 1.66 3.25
H -3.08 0.29 1.57
Cl 1.80 0.01 -1.28
C 2.45 -0.74 0.15
C 3.18 0.03 1.03
C 3.59 -0.52 2.23
C 3.22 -1.81 2.56
C 2.45 -2.56 1.69
Cl 1.76 -4.05 2.24
C 2.08 -2.07 0.42
N 1.19 -2.73 -0.42
C 1.23 -4.11 -0.75
C 2.40 -4.84 -0.53
C 2.44 -6.19 -0.80
C 1.33 -6.83 -1.31
C 0.18 -6.10 -1.56
C 0.11 -4.73 -1.30
C -1.18 -4.00 -1.67
C -1.44 -2.82 -0.77
O -1.67 -3.10 0.48
O -1.37 -1.68 -1.21
H 3.39 1.06 0.79
H 4.15 0.09 2.93
H 3.49 -2.23 3.51
H 0.97 -2.16 -1.24
H 3.27 -4.34 -0.15
H 3.36 -6.74 -0.61
H 1.35 -7.88 -1.51
H -0.68 -6.60 -1.98
H -2.01 -4.70 -1.59
H -1.13 -3.64 -2.70
C -0.78 3.39 -4.52
N -0.74 3.79 -3.14
C -1.06 3.03 -2.07
Se -1.68 1.27 -2.13
N -0.91 3.76 -0.95
C -0.44 5.02 -1.29
C -0.06 6.11 -0.52
C 0.39 7.22 -1.20
C 0.48 7.25 -2.59
C 0.12 6.16 -3.36
C -0.34 5.04 -2.69
H -1.03 2.33 -4.58
H 0.19 3.56 -4.98
H -1.54 3.97 -5.05
H -1.00 3.40 -0.01
H -0.12 6.07 0.56
H 0.70 8.09 -0.64
H 0.85 8.14 -3.08
H 0.21 6.17 -4.43
N -0.01 2.52 1.72
C -0.33 1.63 1.06
*
```

ΔE to the lowest compared entry with this formula, charge and spin = 0.775 eV
energy = -140310.3606 eV
HOMO energy (spin up / spin down) = -10.6 / -10.2 eV
⟨S²⟩ = 3.7859
Kohn-Sham gap (spin up / spin down) = 7.004 / 6.486 eV
LUMO level (spin up / spin down) = -3.62 / -3.70 eV

DFT (ωB97M-V/def2-TZVPD) results for a molecular structure, C19H32CoGeN7O6Se in a non-equilibrium geometry.

ORCA input file:
```
! RIJCOSX wB97M-V def2-TZVPD def2/J DEFGRID3
* xyz -1 4
Co 0.69 0.07 0.12
C 2.41 3.25 -2.84
N 0.97 3.41 -2.64
C 0.27 3.90 -3.82
C 0.36 2.42 -1.87
N 0.88 1.32 -1.53
N -0.90 2.82 -1.41
C -1.65 2.15 -0.44
N -2.50 3.01 0.22
N -1.52 0.91 -0.20
H 2.81 4.19 -3.22
H 2.64 2.46 -3.56
H 2.90 3.03 -1.89
H 0.64 4.90 -4.06
H -0.80 3.96 -3.63
H 0.43 3.25 -4.68
H 1.78 1.12 -1.94
H -0.99 3.83 -1.39
H -2.67 3.94 -0.10
H -3.13 2.63 0.90
H -2.07 0.60 0.59
O 4.34 2.03 0.44
Se 3.76 0.69 1.20
O 2.87 1.11 2.53
O 2.62 0.05 0.13
O 4.86 -0.46 1.51
N -1.36 -5.13 8.40
C -1.20 -4.54 7.42
C -1.00 -3.81 6.20
C -2.09 -3.39 5.45
C -1.90 -2.69 4.27
C -0.61 -2.38 3.82
C 0.48 -2.80 4.59
C 0.29 -3.50 5.77
C -0.39 -1.65 2.61
C -0.06 -0.99 1.65
H -3.09 -3.63 5.79
H -2.75 -2.36 3.69
H 1.48 -2.55 4.26
H 1.15 -3.81 6.36
O 1.20 -1.44 -2.22
N 0.52 -1.45 -1.20
C -3.01 -3.50 -3.06
Ge -1.22 -2.70 -3.18
C -0.01 -4.04 -3.90
C -1.36 -1.12 -4.31
C -0.76 -2.19 -1.34
H -3.32 -3.82 -4.05
H -3.73 -2.78 -2.69
H -3.02 -4.36 -2.40
H -0.42 -4.47 -4.81
H 0.13 -4.84 -3.18
H 0.96 -3.60 -4.12
H -1.93 -1.36 -5.21
H -0.37 -0.76 -4.60
H -1.87 -0.32 -3.77
H -0.67 -3.05 -0.66
H -1.53 -1.54 -0.91
C 1.53 3.99 2.48
C 1.25 3.20 1.22
O 0.73 1.91 1.54
H 1.92 4.98 2.23
H 2.28 3.47 3.08
H 0.62 4.11 3.07
H 2.17 3.10 0.64
H 0.50 3.72 0.62
H 1.47 1.48 2.08
*
```

ΔE to the lowest compared entry with this formula, charge and spin = 0.027 eV
energy = -202423.6887 eV
HOMO energy (spin up / spin down) = -5.4 / -5.4 eV
⟨S²⟩ = 3.7987
Kohn-Sham gap (spin up / spin down) = 7.225 / 7.211 eV
LUMO level (spin up / spin down) = 1.84 / 1.84 eV

DFT (ωB97M-V/def2-TZVPD) results for 5 unconnected molecules or ions with the total composition C4H17N2O6 in a non-equilibrium geometry.

ORCA input file:
```
! RIJCOSX wB97M-V def2-TZVPD def2/J DEFGRID3
* xyz -1 1
C -1.07 -1.84 -0.80
C -2.10 -0.71 -1.07
C -2.82 -0.09 0.12
N -2.06 0.75 1.02
N -0.51 -1.82 0.52
C 0.80 -1.55 0.88
O 1.63 -1.20 -0.02
O 1.07 -1.62 2.09
H -1.60 -2.78 -0.99
H -0.24 -1.73 -1.48
H -1.61 0.09 -1.60
H -2.76 -1.04 -1.86
H -3.63 0.52 -0.27
H -3.34 -0.86 0.69
H -1.69 1.55 0.54
H -1.26 0.29 1.41
H -1.08 -2.13 1.29
H 1.32 -0.36 -1.32
H 2.07 0.16 -2.53
O 1.30 0.37 -1.97
H 2.90 1.76 1.28
H 1.59 2.48 1.49
O 2.55 2.69 1.40
H 3.12 -0.24 0.65
H 2.85 -0.38 2.09
O 3.38 0.17 1.49
H 0.49 1.81 -1.37
H 0.68 3.08 -0.59
O 0.01 2.62 -1.09
*
```

ΔE to the lowest compared entry with this formula, charge and spin = 0.182 eV
energy = -19692.6247 eV
HOMO energy = -5.6 eV
Kohn-Sham gap = 8.978 eV
LUMO level = 3.42 eV

DFT (ωB97M-V/def2-TZVPD) results for 7 unconnected molecules or ions with the total composition C36H76NO7 in a non-equilibrium geometry.

ORCA input file:
```
! RIJCOSX wB97M-V def2-TZVPD def2/J DEFGRID3
* xyz 1 1
C -5.14 3.10 -3.74
C -3.79 2.53 -4.15
C -2.64 3.44 -3.68
C -3.64 1.10 -3.64
N -2.33 0.56 -3.99
C -1.37 0.48 -3.16
C -0.13 -0.01 -3.82
C 1.01 -0.59 -2.99
C 1.26 0.15 -1.67
C 2.12 1.38 -1.91
O 1.90 -0.67 -0.71
C 1.02 -1.67 -0.19
C 1.17 -1.86 1.29
C 0.94 -0.81 2.18
C 1.07 -1.00 3.55
C 1.44 -2.26 4.04
C 1.69 -3.31 3.16
C 1.55 -3.11 1.79
C -0.74 -0.83 -4.95
C -1.95 0.04 -5.33
H -5.32 4.01 -4.31
H -5.97 2.42 -3.92
H -5.10 3.39 -2.69
H -3.76 2.48 -5.24
H -1.90 3.58 -4.46
H -3.02 4.42 -3.42
H -2.17 3.05 -2.78
H -3.77 1.02 -2.57
H -4.40 0.48 -4.11
H -1.47 0.74 -2.12
H 0.26 0.89 -4.32
H 0.85 -1.65 -2.85
H 1.92 -0.50 -3.58
H 0.32 0.49 -1.23
H 1.50 2.16 -2.35
H 2.51 1.78 -0.99
H 2.93 1.17 -2.60
H 1.26 -2.61 -0.69
H -0.01 -1.43 -0.42
H 0.68 0.17 1.80
H 0.90 -0.20 4.26
H 1.53 -2.42 5.10
H 1.98 -4.28 3.54
H 1.75 -3.92 1.10
H -0.07 -0.90 -5.81
H -1.02 -1.84 -4.69
H -2.77 -0.60 -5.64
H -1.72 0.83 -6.03
C 1.32 3.51 7.38
C 0.69 2.21 6.91
C 1.06 1.05 7.82
O 1.08 1.93 5.56
H 2.41 3.43 7.37
H 1.05 4.33 6.71
H 1.01 3.76 8.39
H -0.39 2.32 6.88
H 2.15 0.90 7.82
H 0.60 0.12 7.47
H 0.74 1.23 8.84
H 2.03 1.82 5.55
C -0.51 -5.46 5.37
C -0.57 -6.50 4.26
C -1.32 -7.75 4.69
O 0.74 -6.82 3.81
H 0.02 -5.86 6.24
H 0.02 -4.58 5.03
H -1.51 -5.16 5.70
H -1.07 -6.06 3.39
H -0.81 -8.23 5.53
H -1.35 -8.47 3.87
H -2.34 -7.52 4.99
H 1.21 -7.22 4.55
C -3.41 1.40 1.65
C -3.03 0.25 0.73
C -2.78 -1.03 1.49
O -1.87 0.61 -0.05
H -2.61 1.60 2.36
H -3.59 2.31 1.08
H -4.31 1.16 2.22
H -3.83 0.10 0.00
H -1.95 -0.90 2.19
H -2.51 -1.84 0.80
H -3.66 -1.34 2.05
H -1.15 0.75 0.57
C 0.26 -5.83 -6.15
C 0.81 -4.98 -5.02
C 1.19 -5.82 -3.81
O -0.15 -3.98 -4.64
H -0.64 -6.36 -5.83
H -0.01 -5.21 -7.00
H 0.99 -6.57 -6.47
H 1.68 -4.42 -5.37
H 0.32 -6.35 -3.42
H 1.59 -5.19 -3.01
H 1.95 -6.56 -4.07
H -0.93 -4.44 -4.32
C -0.12 8.32 -2.45
C -0.23 6.88 -2.94
C 0.81 6.57 -4.01
O -1.54 6.61 -3.43
H -0.30 9.01 -3.27
H -0.87 8.51 -1.68
H 0.86 8.52 -2.04
H -0.09 6.20 -2.10
H 0.66 7.22 -4.88
H 0.72 5.54 -4.34
H 1.82 6.73 -3.64
H -1.70 7.20 -4.17
C 3.94 2.40 3.26
C 4.81 1.41 2.52
C 4.53 1.42 1.03
O 4.65 0.10 3.05
H 2.88 2.14 3.15
H 4.17 2.39 4.32
H 4.08 3.42 2.89
H 5.86 1.66 2.69
H 3.50 1.12 0.83
H 5.18 0.72 0.52
H 4.69 2.42 0.61
H 3.73 -0.17 2.91
*
```

energy = -54381.6486 eV
HOMO energy = -11.1 eV
Kohn-Sham gap = 8.073 eV
LUMO level = -3.00 eV

DFT (ωB97M-V/def2-TZVPD) results for a molecular structure, C24H18Cl2IN5O2S4SbW.

ORCA input file:
```
! RIJCOSX wB97M-V def2-TZVPD def2/J DEFGRID3
* xyz -1 3
W 0.19 0.22 -0.06
C -2.68 3.69 3.21
C -3.18 2.49 2.73
C -2.32 1.50 2.29
C -0.95 1.71 2.32
C -0.44 2.92 2.78
C -1.31 3.90 3.23
N -0.07 0.69 1.85
C 0.79 0.10 2.79
C 0.92 0.38 4.14
C 1.93 -0.24 4.86
C 2.79 -1.15 4.25
C 2.62 -1.49 2.91
C 1.61 -0.87 2.20
N 1.17 -1.18 0.92
N 1.93 -0.95 -0.22
C 1.88 -2.02 -1.15
C 2.89 -2.03 -2.12
C 2.88 -3.01 -3.08
C 1.87 -3.97 -3.05
C 0.93 -3.89 -2.04
N 0.92 -2.94 -1.11
H -3.35 4.47 3.55
H -4.25 2.32 2.70
H -2.69 0.55 1.93
H 0.63 3.09 2.75
H -0.91 4.85 3.57
H 0.27 1.10 4.63
H 2.05 -0.01 5.91
H 3.58 -1.61 4.83
H 3.25 -2.22 2.43
H 3.66 -1.27 -2.07
H 3.65 -3.05 -3.84
H 1.82 -4.76 -3.78
H 0.13 -4.62 -1.97
S 0.72 3.97 -3.43
Sb 0.18 3.59 -1.27
S 1.77 2.10 -0.32
S -1.67 1.80 -1.16
S -0.75 5.12 0.06
Cl -3.49 -2.40 -1.81
C -2.94 -2.89 -0.20
Cl -2.24 -4.52 -0.26
C -1.93 -1.92 0.47
O -1.82 -2.01 1.66
O -1.40 -1.07 -0.34
H -3.82 -2.96 0.43
I -3.59 1.55 -4.31
C -1.62 1.08 -3.93
C -0.66 1.17 -4.88
C 0.66 0.85 -4.55
C 0.98 0.43 -3.24
N 0.08 0.25 -2.32
C -1.30 0.61 -2.56
H -0.91 1.51 -5.88
H 1.46 0.98 -5.27
H 2.01 0.27 -2.95
H -1.93 -0.24 -2.28
*
```

ΔE to the lowest compared entry with this formula, charge and spin = 2.809 eV
energy = -121579.6617 eV
HOMO energy (spin up / spin down) = -4.8 / -5.1 eV
⟨S²⟩ = 2.0443
Kohn-Sham gap (spin up / spin down) = 6.776 / 5.463 eV
LUMO level (spin up / spin down) = 1.94 / 0.38 eV

Question: Among the records above, which one has the lowest energy?
Answer: C19H32CoGeN7O6Se

Question: Look up the energy of the second one.
Answer: -140310.3606 eV